[1]
Formula: C6H16N6
Source: the Open Molecules 2025 dataset
Level of theory: ωB97M-V/def2-TZVPD

```
28
Properties=species:S:1:pos:R:3
H -3.5455 -1.4096 -1.3655
H -3.7934 2.1037 1.2706
H 0.1345 -3.1447 0.0787
N 0.6315 -2.2466 0.0962
H 2.2523 -1.5094 1.4741
N -3.5478 -0.7541 -0.6134
H -2.6751 2.8660 0.2976
H 3.5662 2.3032 -1.1502
C -2.4158 -0.2557 -0.1355
H -4.2963 -0.0767 -0.5346
H -3.7148 2.0154 -0.3744
C 1.3400 0.9324 0.4270
N 2.3458 0.7812 -0.3967
H 2.8064 -1.7536 -0.2721
C 3.5984 1.4757 -0.5860
H 4.4175 0.8753 -1.0144
H -1.6593 -1.9451 -0.8773
H 2.5089 -0.0293 -0.9393
H 2.3976 -3.2049 0.6609
C -3.1343 1.9835 0.4696
C -0.0800 -1.1397 0.1664
H -1.2595 0.8943 0.7540
N 0.3195 0.1516 0.5190
N -1.4135 -1.2391 -0.2083
C 2.0998 -2.1232 0.4502
H 1.3346 1.8223 1.0774
N -2.1363 0.9200 0.3806
H 3.9186 1.7072 0.3455
```

Properties
Energy above the lowest of the compared OMol25 structures with the same formula, charge and spin: 1.5362 eV
SMILES string: CN\C=N/C(NC)=[NH+]\C(N)=[NH+]\C
Net charge: +2
Multiplicity: 1
Frontier orbital gap: 0.3703 Eh
Molar mass: 172.236 g/mol

[2]
Formula: C6H16N6
Source: the Open Molecules 2025 dataset
Level of theory: ωB97M-V/def2-TZVPD

```
28
Properties=species:S:1:pos:R:3
H 0.1423 -1.3721 2.5619
N -2.9619 0.6394 -0.9774
H 1.4870 1.8929 0.5332
C -1.8013 0.9893 -1.3315
N 1.3713 -1.6397 -0.4940
H 0.2985 0.2517 3.3339
H 1.5813 -4.3980 -1.2559
N 2.0024 -3.6031 -1.7072
H 2.6890 -3.5663 -2.4368
H -0.6616 1.8780 -2.9172
C 1.6494 -2.5539 -1.1472
H 2.5826 1.3841 1.9167
H -1.5021 -0.8088 2.0733
H -2.4365 -0.1849 0.6419
C 0.6237 -0.4238 2.6718
H 1.5184 -0.8310 0.3376
H 1.6360 -0.5948 2.8572
N -1.5692 1.8971 -2.5837
N -1.4984 -0.2813 1.1541
H 0.4416 1.2316 -0.9966
N 0.7717 0.1855 1.3324
C -0.3986 0.1937 0.5790
C -0.5282 0.8110 -0.6590
H -1.7664 2.7907 -2.2653
H -2.2775 1.7818 -3.3042
H 0.8964 1.9744 2.1796
C 1.4833 1.4920 1.4961
H -3.7733 0.8644 -1.5928
```

Properties
Energy above the lowest of the compared OMol25 structures with the same formula, charge and spin: 2.9691 eV
Net charge: +2
Multiplicity: 1
Frontier orbital gap: 0.3354 Eh
Molar mass: 172.236 g/mol